No. 1
{"formula": "C6H10N2O2", "method": "ωB97M-V/def2-TZVPD", "e_above_lowest_kcal_mol": 115.2, "homo_ev": -8.39, "homo_lumo_gap_ev": 9.08, "multiplicity": 1, "species": ["C", "C", "C", "O", "N", "O", "H", "H", "H", "H", "H", "C", "N", "C", "C", "H", "H", "H", "H", "H"], "positions_angstrom": [[-0.305, 1.837, -3.417], [-1.268, 1.212, -0.574], [-0.708, 1.906, -1.997], [-0.653, 1.710, 0.525], [-1.785, 2.384, -1.489], [-1.805, 0.101, -0.616], [-0.519, 0.955, 1.148], [-2.620, 2.738, -1.971], [-0.925, 2.475, -4.058], [-0.390, 0.796, -3.744], [0.746, 2.110, -3.521], [2.669, -2.871, 2.403], [-0.716, -0.764, 1.910], [0.405, -1.517, 2.081], [1.432, -2.123, 2.232], [-1.345, -0.780, 2.704], [-1.220, -0.933, 1.036], [3.535, -2.209, 2.488], [2.631, -3.488, 3.304], [2.840, -3.539, 1.555]], "forces_ev_per_a": [[0.14, 0.18, -0.01], [0.88, -0.13, -0.68], [-0.45, -0.86, 0.64], [-0.13, 0.14, -0.03], [-0.21, 0.24, 0.21], [-0.02, 0.37, -0.09], [-0.19, 0.12, -0.19], [0.06, -0.04, 0.00], [0.02, -0.05, 0.05], [-0.05, 0.05, 0.09], [-0.06, 0.00, -0.03], [0.23, -0.13, 0.05], [-0.23, 0.07, -0.01], [0.39, -0.25, 0.09], [-0.40, 0.22, -0.08], [0.07, -0.03, -0.08], [0.06, 0.04, 0.08], [-0.07, -0.04, -0.01], [-0.01, 0.04, -0.06], [-0.03, 0.05, 0.05]]}

No. 2
{"formula": "C6H10N2O2", "method": "ωB97M-V/def2-TZVPD", "e_above_lowest_kcal_mol": 42.5, "homo_ev": -8.94, "smiles": "CNC1=CC(=O)N2C[C@@H]12.O", "homo_lumo_gap_ev": 9.32, "multiplicity": 1, "species": ["C", "N", "C", "C", "C", "O", "N", "C", "C", "H", "H", "H", "H", "H", "H", "H", "H", "H", "O", "H"], "positions_angstrom": [[-1.485, 1.672, -1.071], [-0.335, 0.786, -1.069], [-0.145, -0.114, -0.083], [-0.935, -0.387, 1.007], [-0.367, -1.514, 1.711], [-0.798, -2.125, 2.675], [0.866, -1.906, 1.069], [0.655, -2.527, -0.243], [0.989, -1.081, -0.120], [-1.585, 2.118, -2.066], [-2.409, 1.132, -0.818], [-1.332, 2.478, -0.340], [0.093, 0.583, -1.965], [-1.877, 0.083, 1.276], [1.433, -3.220, -0.565], [-0.369, -2.792, -0.516], [1.981, -0.717, -0.394], [1.689, 2.374, -0.263], [2.267, 2.533, 0.516], [1.663, 2.626, 1.258]], "forces_ev_per_a": [[-0.04, 0.09, 0.04], [0.25, 0.26, -0.45], [-0.89, -0.86, 0.49], [0.30, 0.87, -0.78], [-0.39, -1.00, 1.34], [0.31, 0.67, -1.00], [0.44, -0.12, -0.17], [-0.21, -0.15, -0.06], [0.19, 0.33, -0.11], [-0.02, -0.08, 0.26], [0.20, 0.14, -0.12], [-0.16, -0.16, -0.14], [-0.05, 0.08, 0.38], [0.30, -0.16, -0.04], [-0.22, 0.16, 0.13], [0.26, 0.09, 0.08], [-0.22, -0.08, 0.15], [0.48, 0.12, 0.83], [-0.47, -0.15, -0.88], [-0.06, -0.04, 0.04]]}

No. 3
{"formula": "C6H10N2O2", "method": "ωB97M-V/def2-TZVPD", "e_above_lowest_kcal_mol": 80.9, "homo_ev": -8.25, "smiles": "CC(C)c1o[nH]c(=O)c1N", "homo_lumo_gap_ev": 8.94, "multiplicity": 1, "species": ["C", "C", "C", "C", "C", "C", "N", "N", "O", "O", "H", "H", "H", "H", "H", "H", "H", "H", "H", "H"], "positions_angstrom": [[-0.376, 1.524, 0.241], [0.207, 0.253, 0.251], [-0.456, 1.948, 1.640], [1.796, -1.680, -0.552], [-0.665, -1.469, -1.163], [0.615, -0.707, -0.836], [0.200, 0.929, 2.401], [-1.044, 2.231, -0.771], [-0.981, 2.821, 2.332], [0.430, -0.172, 1.587], [1.425, -2.497, 0.248], [2.689, -1.142, -0.255], [2.085, -1.991, -1.494], [-0.863, -2.224, -0.247], [-0.864, -2.014, -2.121], [-1.614, -0.852, -1.138], [0.672, 0.003, -1.648], [-0.257, 0.523, 3.202], [-1.451, 1.557, -1.374], [-1.548, 2.959, -0.304]], "forces_ev_per_a": [[0.63, -1.68, 0.86], [-0.01, 1.30, 2.39], [-0.34, -1.06, 3.08], [-1.82, 0.81, 2.55], [-3.03, -2.13, 1.84], [-1.54, 0.39, 0.39], [0.08, -0.14, -1.31], [2.22, -0.45, 0.93], [0.10, 0.27, -2.13], [0.67, -0.04, -2.55], [1.21, 1.79, -2.13], [-0.06, 0.11, 0.84], [0.26, -1.80, -1.83], [0.39, 1.35, -2.18], [1.25, 0.20, 0.66], [1.18, -0.06, 0.20], [1.24, -0.06, -0.75], [-0.35, 0.69, 0.37], [-1.18, 0.30, -0.64], [-0.91, 0.20, -0.60]]}

No. 4
{"formula": "C6H10N2O3", "method": "ωB97M-V/def2-TZVPD", "e_above_lowest_kcal_mol": 30.1, "homo_ev": -0.81, "homo_lumo_gap_ev": 7.04, "multiplicity": 1, "charge": -2, "species": ["C", "C", "C", "C", "C", "C", "N", "N", "O", "O", "O", "H", "H", "H", "H", "H", "H", "H", "H", "H", "H"], "positions_angstrom": [[3.351, 0.155, -0.211], [-0.271, 0.532, -0.594], [-1.622, 0.416, 0.028], [0.946, 0.429, 0.396], [-2.795, 0.867, -0.976], [3.417, -1.258, 0.524], [2.154, 0.673, -0.264], [-4.579, 0.197, 0.236], [-4.562, -0.987, 0.523], [-5.530, 0.994, 0.123], [4.333, 0.492, -0.905], [0.027, -0.326, -1.325], [-0.168, 1.472, -1.075], [-1.718, -0.614, 0.428], [-1.798, 1.150, 0.738], [0.699, 1.121, 1.239], [0.995, -0.611, 0.866], [-3.048, -0.068, -1.677], [4.431, -1.583, 0.637], [2.841, -1.946, -0.213], [2.897, -1.106, 1.503]], "forces_ev_per_a": [[-1.78, -1.92, -0.10], [2.15, -2.13, -0.37], [-1.99, -1.67, -2.15], [-0.48, -1.53, 1.05], [0.03, -2.30, 0.02], [-1.52, 0.75, -0.81], [0.94, 2.45, -0.96], [3.16, 2.56, -2.35], [-1.98, -0.11, 0.61], [-0.34, -2.21, 0.98], [0.73, 0.29, 0.21], [-1.13, 1.52, 0.70], [0.25, 0.85, -0.78], [-0.33, 0.51, 0.06], [0.35, 1.18, 2.09], [0.45, -0.06, -0.26], [-0.79, 0.71, -0.22], [0.47, 1.35, 1.25], [0.58, -0.26, 0.13], [0.86, 0.82, 1.60], [0.37, -0.79, -0.70]]}